w) Entry from the OMol25 dataset: 2 unconnected molecules or ions with the total composition C4H10N3 (wB97M-V/def2-TZVPD).

Cartesian coordinates (Å):
C  -3.956  -0.584  0.689
C  -2.988  0.234  0.685
C  0.084  0.299  -0.520
C  2.445  -0.170  -0.217
N  2.433  -0.440  1.117
N  -1.039  0.293  -1.098
N  1.208  -0.424  -0.917
H  -4.874  -0.383  1.297
H  -4.188  -1.415  -0.028
H  -2.138  0.910  0.699
H  0.188  1.008  0.291
H  2.730  0.893  -0.355
H  3.187  -0.869  -0.723
H  1.600  -0.025  1.662
H  2.247  -1.413  1.208
H  -1.297  -0.353  -1.832
H  1.047  -1.457  -1.130

Its total charge is +1. The calculation puts the LUMO energy at -6.70 eV. The calculation puts the HOMO-LUMO gap at 6.20 eV.

=====

x) Entry from the OMol25 dataset: 2 unconnected molecules or ions with the total composition C4H10N3 (wB97M-V/def2-TZVPD).

Cartesian coordinates (Å):
C  1.351  0.296  0.433
C  0.426  0.987  -0.248
C  1.983  1.503  2.248
N  1.561  0.394  1.808
H  1.808  -0.606  0.025
H  -0.104  1.808  0.238
H  0.555  1.079  -1.318
H  2.125  1.595  3.320
H  2.212  2.338  1.587
N  -1.840  -0.170  -2.052
C  -1.682  -1.352  -1.507
N  -1.351  -1.577  -0.265
H  -1.573  0.666  -1.551
H  -1.948  -0.111  -3.052
H  -1.928  -2.192  -2.144
H  -1.319  -2.544  0.022
H  -0.844  -0.882  0.291

Its total charge is +1. The calculation puts the LUMO energy at -3.52 eV. The calculation puts the HOMO-LUMO gap at 9.48 eV.

=====

y) Entry from the OMol25 dataset: a gas-phase ion, C4H10N3 (charge +1) (wB97M-V/def2-TZVPD).

Cartesian coordinates (Å):
C  1.065  -0.563  -1.417
C  0.038  -0.602  -0.191
C  0.643  -1.271  1.001
N  0.317  -0.415  2.133
C  -0.214  0.614  1.724
N  -0.240  0.743  0.167
N  -1.302  1.526  -0.462
H  1.998  -0.098  -1.281
H  0.744  0.013  -2.348
H  1.372  -1.614  -1.654
H  -0.863  -1.078  -0.522
H  -0.030  -2.142  1.233
H  1.650  -1.650  1.007
H  -0.491  1.318  2.457
H  -1.122  1.803  -1.477
H  -1.310  2.371  0.155
H  -2.255  1.044  -0.527

Its total charge is +1. The calculation puts the LUMO energy at -4.12 eV. Its structure (SMILES) is C[C@H]1CN=CN1[NH3+]. The calculation puts the HOMO-LUMO gap at 9.80 eV.

=====

z) Entry from the OMol25 dataset: a gas-phase ion, C4H10N3 (charge +1) (wB97M-V/def2-TZVPD).

Cartesian coordinates (Å):
C  2.678  0.557  -0.098
N  1.575  0.087  -0.462
C  0.679  -0.430  0.607
N  -0.575  -0.814  0.014
C  -0.999  -1.998  -0.183
C  -1.404  0.508  -0.624
N  -1.289  1.547  0.304
H  3.248  0.856  -0.991
H  3.106  0.656  0.911
H  0.982  -1.291  1.256
H  0.330  0.565  1.123
H  -1.923  -2.166  -0.727
H  -0.477  -2.786  0.201
H  -2.383  0.131  -0.761
H  -0.788  0.667  -1.455
H  -2.076  1.697  0.912
H  -0.684  2.214  -0.029

Its total charge is +1. The calculation puts the LUMO energy at -4.25 eV. Its structure (SMILES) is C=NC[N+](=C)CN. The calculation puts the HOMO-LUMO gap at 9.71 eV.

=====

Relative to the most stable structure, the computed energies are w) 0.1470; x) 0.0000; y) 0.0738; z) 0.0407, all in hartree.